Record 1
# C12H8O3

A structure of composition C12H8O3 at a distorted geometry (ωB97M-V with the def2-TZVPD basis set, OMol25).

Kohn-Sham gap ... 10.03 eV
HOMO energy ... -0.3560 Ha
ΔE to the lowest compared entry with this formula, charge and spin ... 81.7 kcal/mol
E ... -18711.2404 eV
E_LUMO ... 0.3 eV

```
23
Properties=species:S:1:pos:R:3:forces:R:3
C -3.2281 -0.1912 -0.8930 2.5737 -1.9496 -0.0563
C -2.7737 1.0671 -0.8013 1.4970 -1.4567 1.0013
C -2.3046 -1.2610 -0.7496 0.0364 -1.0865 0.4746
C -1.4925 1.2672 -0.3665 -0.2463 0.0530 0.0720
C -1.0392 -1.0853 -0.2616 -0.0358 3.1907 0.1211
C -0.6665 0.2520 -0.0395 1.9106 -0.5507 -0.3079
C 2.5089 -0.7589 0.9745 -1.2840 -0.4071 0.2904
C 2.0053 -0.1014 -0.3800 0.5638 -1.0293 -0.3997
C 2.4949 -1.5224 -0.3237 -1.5389 3.0391 1.8289
C 1.4654 1.7532 -0.0686 0.6942 2.3058 0.1520
C 1.2472 -0.1831 1.6648 1.7196 1.0027 0.0260
C 0.7860 0.5107 0.3309 -1.2028 -2.2434 1.3618
O 3.0019 -2.3963 -0.9120 0.7253 -1.1870 -0.8289
O 1.3911 2.9181 0.1547 -0.3305 -0.2797 -0.1058
O 2.4494 1.1559 -0.8262 0.2476 -0.0380 -0.6086
H -4.1730 -0.3302 -1.2283 -2.7601 -0.8690 -0.9874
H -3.3139 1.8607 -1.1069 -2.0010 2.5045 -0.7000
H -2.4183 -2.3016 -1.0010 -1.3498 -0.1513 -0.2416
H -1.1823 2.2466 -0.3254 1.0297 2.1055 0.2425
H -0.2080 -1.7257 -0.1263 -0.0445 -1.5905 -0.1352
H 3.3409 -0.6172 1.6063 1.6218 -0.1782 -0.1655
H 0.6206 -0.8990 2.0608 -1.9210 -1.7759 0.1066
H 1.4887 0.3420 2.6181 0.0952 0.5915 -1.1404
```
Forces are in eV/Å.

Record 2
# C30H46BrCuN3P2

A structure of composition C30H46BrCuN3P2 at a distorted geometry (ωB97M-V with the def2-TZVPD basis set, OMol25).

Kohn-Sham gap (alpha / beta) ... 4.93 / 4.64 eV
HOMO energy (alpha / beta) ... -0.4783 / -0.4779 Ha
Total charge ... +2
ΔE to the lowest compared entry with this formula, charge and spin ... 56.0 kcal/mol
E ... -169568.0709 eV
E_LUMO (alpha / beta) ... -8.1 / -8.4 eV
⟨S²⟩ ... 0.836
2S+1 ... 2

```
83
Properties=species:S:1:pos:R:3:forces:R:3
C -9.0580 -2.9520 -0.1660 -0.1425 0.0212 -0.1413
C -8.2328 -2.6234 -1.2586 -0.8362 -0.1803 -0.0746
C -8.7974 -2.7310 -2.5442 -0.1805 -0.0730 0.1114
C -10.1289 -3.1413 -2.6728 0.5646 0.1442 0.3866
N -10.8900 -3.4393 -1.6252 -0.3544 -0.0969 -0.0569
C -10.3779 -3.3513 -0.4025 0.6166 0.1765 -0.2246
C -6.8751 -2.1936 -1.0693 1.0575 0.1224 0.0146
C -5.7078 -1.8779 -0.9346 -3.8884 -1.3545 -0.4818
C -4.3956 -1.5271 -0.7385 0.3187 0.1852 -0.0908
C -4.1885 -0.5766 0.2775 1.4449 -0.2677 -0.4921
C -2.8853 -0.0933 0.4047 -0.7677 -0.3254 -0.2237
C -2.0089 -0.6318 -0.5136 -0.2806 0.7501 0.0725
C -2.1179 -1.6128 -1.4672 -0.5711 0.0557 -0.0737
C -3.4331 -2.0931 -1.5962 0.7941 0.8089 0.7161
Cu -0.4348 0.2272 -0.1790 3.4314 -2.3100 1.8723
P -0.5562 2.2437 -0.7803 -1.3805 1.5965 -0.8054
H -8.2352 -2.5048 -3.4438 0.0835 0.0306 0.2000
H -8.7073 -2.9043 0.8594 0.1302 0.0589 -0.1732
H -10.5948 -3.2311 -3.6537 0.1415 0.0323 0.1900
H -11.0415 -3.6075 0.4230 0.1846 0.0613 -0.1519
H -3.7006 -2.8481 -2.3384 0.0223 0.2405 0.3692
H -4.9967 -0.2206 0.9072 0.0702 -0.1403 -0.1448
H -1.2574 -1.9499 -2.0368 -0.3680 0.0463 0.0635
H -2.6334 0.6433 1.1630 0.0861 -0.1251 -0.2255
C 1.0399 3.0374 -1.1296 0.5079 -0.3381 0.2089
C 1.0013 4.2509 -2.0608 0.0166 0.2572 -0.0834
H 1.6734 2.2330 -1.5394 -0.0599 0.3264 0.1384
H 1.4660 3.3092 -0.1502 -0.0395 -0.1090 -0.2634
H 1.9982 4.7059 -2.0929 -0.1883 -0.1249 -0.0109
H 0.7376 3.9758 -3.0882 0.0508 0.0621 0.2159
H 0.3038 5.0234 -1.7163 0.1904 -0.2368 -0.1560
C -1.5185 2.2351 -2.3347 0.0806 -0.1614 -0.3307
C -2.8579 2.9595 -2.3124 -0.2293 0.1646 -0.2357
H -1.6824 1.1684 -2.5551 0.0271 0.3295 -0.0306
H -0.8605 2.6187 -3.1263 -0.2818 0.0277 0.1557
H -3.3474 2.8104 -3.2833 -0.0004 0.1043 0.2616
H -3.5292 2.5622 -1.5392 0.1718 0.1043 -0.2058
H -2.7406 4.0399 -2.1620 -0.0757 -0.2955 -0.0217
C -1.4299 3.2204 0.4744 -0.0694 0.1898 0.1228
C -1.2784 4.7342 0.3617 -0.2547 0.3689 0.2899
H -1.0568 2.8745 1.4539 -0.1460 0.1287 -0.2798
H -2.4881 2.9246 0.4285 0.2468 0.0692 0.0356
H -1.8655 5.2012 1.1618 0.1681 0.0079 -0.1842
H -0.2371 5.0526 0.4870 -0.2310 -0.0703 -0.0410
H -1.6578 5.1258 -0.5899 0.1271 -0.1274 0.2427
Br 1.2720 -0.8920 -1.4486 -0.2411 0.1775 0.5817
P 0.0813 -1.0222 -5.6324 -0.3915 0.1514 1.6066
C -0.1675 0.7598 -5.2888 -0.1383 -0.2653 -0.6423
C 0.5984 1.6390 -6.2904 0.1319 0.2491 -0.0147
H 0.1672 0.9065 -4.2482 -0.1519 -0.0759 -0.2783
H -1.2561 0.9279 -5.3689 0.4002 -0.0079 0.1179
H 0.2069 2.6614 -6.2547 0.1584 -0.1785 -0.0220
H 1.6684 1.6727 -6.0524 -0.2255 -0.0186 -0.0824
H 0.4918 1.2736 -7.3216 -0.0315 0.1609 0.3172
C 1.3464 -1.6721 -4.4896 0.2369 0.1642 -0.8064
C 2.1828 -2.8174 -5.0663 0.0939 -0.1595 0.0487
H 0.7813 -1.9778 -3.5880 0.2242 0.2083 -0.4780
H 1.9821 -0.8078 -4.2299 -0.2852 -0.3604 -0.0434
H 3.0546 -2.9624 -4.4210 -0.1571 -0.0879 -0.1552
H 1.6139 -3.7533 -5.0910 0.1382 0.1597 -0.0583
H 2.5353 -2.5900 -6.0794 -0.0049 -0.0896 0.2730
C -1.4948 -1.8841 -5.2976 0.3122 -0.3966 -0.5976
C -2.3549 -2.0257 -6.5663 -0.2508 -0.0107 -0.0259
H -2.0018 -1.3089 -4.5078 0.1295 -0.1570 -0.1201
H -1.2138 -2.8792 -4.9142 -0.1213 0.3338 -0.0416
H -3.1483 -2.7583 -6.3852 0.1135 0.1944 -0.0791
H -2.8281 -1.0759 -6.8411 0.1159 -0.1799 0.0355
H -1.7655 -2.3745 -7.4250 -0.1593 0.0436 0.2814
C 0.6721 0.8025 5.3153 0.1642 0.3686 0.5736
C 0.4371 0.0650 4.0603 -0.1724 -1.0968 -0.6761
C 0.3292 -1.3029 3.8186 -0.0825 0.7913 -0.5112
C 0.0903 -1.4510 2.4324 0.2542 1.0736 1.2967
N 0.0414 -0.2356 1.8571 0.0542 -0.3119 -0.2941
N 0.2682 0.6580 2.8594 -0.1906 0.1159 0.2557
C -0.0798 -2.7377 1.7396 -0.1298 -0.4701 -0.4645
H -0.1141 0.5812 6.0509 0.1924 0.0713 -0.2564
H 1.6278 0.5036 5.7681 -0.2496 0.1110 -0.1637
H 0.6930 1.8866 5.1502 0.0091 -0.2231 0.0718
H 0.3976 -2.0851 4.5465 0.0576 -0.1706 0.1390
H 0.2999 1.6569 2.6942 0.0177 -0.4148 -0.0985
H 0.8087 -3.3659 1.8942 -0.2467 0.1824 -0.1043
H -0.9414 -3.2791 2.1554 0.2058 0.1342 -0.1699
H -0.2234 -2.5904 0.6666 0.0322 -0.1508 0.1208
```
Forces are in eV/Å.

Record 3
# C5H9N

An isolated molecule of C5H9N at a distorted geometry (ωB97M-V with the def2-TZVPD basis set, OMol25).

Kohn-Sham gap ... 9.39 eV
HOMO energy ... -0.3051 Ha
ΔE to the lowest compared entry with this formula, charge and spin ... 55.1 kcal/mol
E ... -6818.6041 eV
E_LUMO ... 1.1 eV

```
15
Properties=species:S:1:pos:R:3:forces:R:3
C -1.8801 0.5749 0.1314 -0.1502 -1.1204 -0.5768
C -1.5731 -0.6683 -0.2432 -0.4502 -0.5816 0.1582
C -0.3609 -1.4357 0.1710 1.2769 0.2812 0.5028
N 0.8697 -0.6061 0.1810 -0.2555 -0.2136 0.4153
C 1.0235 0.6835 -0.3598 0.1527 0.7418 0.0995
C 1.9625 1.4980 0.1296 0.6625 -0.8391 0.0498
H -2.8732 0.8860 -0.1652 0.1154 0.5553 0.2574
H -1.1962 1.1972 0.6862 -0.1596 0.2377 -0.0071
H -2.3440 -1.2814 -0.7055 0.0247 0.2272 -0.2102
H -0.6281 -1.8769 1.1550 0.4386 0.7818 0.2103
H -0.0369 -2.3675 -0.2993 -0.9054 0.1462 -1.0955
H 1.6859 -1.1337 -0.0780 -0.0321 -0.2076 0.3365
H 0.4292 1.0461 -1.1932 -0.1534 -0.4298 -0.0988
H 2.4013 2.3236 -0.4093 -0.5427 0.3569 -0.0353
H 2.5201 1.1602 0.9994 -0.0218 0.0639 -0.0060
```
Forces are in eV/Å.

Record 4
# C15H7AsBrI2LuN2O3S4

A structure of composition C15H7AsBrI2LuN2O3S4 at a distorted geometry (ωB97M-V with the def2-TZVPD basis set, OMol25).

Kohn-Sham gap ... 5.14 eV
HOMO energy ... -0.0623 Ha
Total charge ... -2
ΔE to the lowest compared entry with this formula, charge and spin ... 12.8 kcal/mol
E ... -248844.6880 eV
E_LUMO ... 3.4 eV

```
36
Properties=species:S:1:pos:R:3:forces:R:3
Lu 0.2504 -0.4865 0.4318 0.0631 0.7846 -0.4200
S -0.8068 -1.7886 2.7505 0.3140 -0.0374 -0.1824
As 1.3207 -1.9670 2.4090 0.3508 -1.1072 1.7131
S 1.9424 0.1705 2.3268 0.0192 0.0338 0.1330
S 1.5067 -2.7277 0.3251 0.0094 -0.1782 0.1383
S 2.2990 -3.1437 3.8427 0.3835 -0.0336 -0.0109
I -3.9250 -2.8641 -1.4814 -0.1623 0.2393 0.1624
C -3.9416 -1.1455 -0.2654 0.5343 -0.5964 -0.4411
C -5.1316 -0.5540 0.1001 -0.3110 0.3859 0.2404
C -5.1080 0.5697 0.8904 -0.9486 -0.0384 -0.0791
I -6.9767 1.4542 1.3933 0.2941 -0.1761 -0.0961
C -3.9091 1.1203 1.3599 0.5532 -0.0370 -0.0231
C -3.8073 2.2565 2.1884 0.1613 0.1614 0.1413
C -2.5806 2.6868 2.6127 -0.2788 -0.1156 -0.1175
C -1.4398 1.9813 2.2141 0.4477 -0.3242 -0.1661
N -1.4929 0.9294 1.4262 -0.0015 0.4680 0.0332
C -2.6868 0.4914 0.9795 -0.5346 0.0081 0.0395
C -2.6756 -0.6768 0.1132 -0.6663 -0.1119 -0.0812
O -1.6120 -1.2535 -0.2643 -0.3974 0.1503 -0.2007
H -6.0673 -0.9769 -0.2371 -0.0206 0.0315 0.0045
H -4.7048 2.7809 2.4889 -0.0221 -0.0228 -0.0127
H -2.4794 3.5571 3.2447 0.0008 0.0209 0.0551
H -0.4539 2.2760 2.5620 -0.0212 -0.1088 -0.0732
Br 4.4812 -0.9856 0.2191 0.2306 0.1522 -0.2184
C 3.7634 0.2248 -1.0470 -0.0293 -0.2702 0.2570
C 4.6600 0.8647 -1.8967 -0.0494 0.0084 -0.0396
C 4.1603 1.7486 -2.8350 -0.1212 -0.1448 0.1927
C 2.7934 1.9599 -2.8740 -0.0573 -0.0032 -0.0164
C 1.9833 1.2822 -1.9739 -0.0471 0.1435 -0.0848
N 2.4526 0.4126 -1.0693 0.0556 0.1654 -0.1860
C 0.4726 1.5682 -1.9706 0.6115 0.3368 -0.5597
O 0.0474 2.3125 -2.8463 -0.0955 0.0423 -0.0295
O -0.1689 1.0188 -1.0376 -0.3315 0.1507 -0.0600
H 5.7137 0.6557 -1.8096 0.0672 -0.0187 0.0285
H 4.8263 2.2636 -3.5130 0.0509 0.0342 -0.0574
H 2.3251 2.6355 -3.5736 -0.0515 0.0070 0.0168
```
Forces are in eV/Å.